# 1
C15H35N5O5 | wB97M-V/def2-TZVPD

The calculation puts the energy relative to the best compared isomer or geometry (same formula, charge and spin) at 1474.7 kJ/mol. For the HOMO energy, the calculation gives -8.9 eV. As for the frontier orbital gap: 8.84 eV.

ORCA input file:
```
! RIJCOSX wB97M-V def2-TZVPD def2/J DEFGRID3
* xyz 0 1
C -1.6678 -4.9468 -1.6168
O -2.7141 -5.6863 -1.5156
N -1.4957 -3.7321 -1.1282
C -0.2980 -2.8799 -1.2943
C -2.5176 -3.1423 -0.2717
H -0.8371 -5.3043 -2.2449
H 0.1106 -2.7899 -0.2878
H -0.6062 -1.8862 -1.6193
H 0.3634 -3.3007 -2.0517
H -2.0804 -3.0636 0.7237
H -2.7090 -2.1084 -0.5592
H -3.4761 -3.6606 -0.2443
C -1.2966 0.5001 0.2127
O -2.3365 0.3256 -0.4471
N 0.0028 0.0036 0.0084
C 1.0177 0.1314 1.0553
C 0.3649 -0.6193 -1.2352
H -1.2907 1.0389 1.1728
H 0.3968 0.4958 1.8737
H 1.9203 0.6967 0.8229
H 1.3325 -0.8739 1.3353
H 0.7629 -1.6117 -1.0233
H -0.5612 -0.5623 -1.8072
H 1.0655 0.0007 -1.7945
C 0.2062 -0.2412 3.9694
O -0.4776 -0.1620 2.9088
N 1.5423 -0.0289 4.0300
C 2.3388 -0.3922 5.2617
C 2.2396 0.4879 2.8569
H -0.2080 -0.5441 4.9435
H 3.2276 -0.9256 4.9245
H 1.7351 -1.0479 5.8892
H 2.7560 0.4685 5.7843
H 1.7356 0.2085 1.9317
H 2.5515 1.5321 2.8809
H 3.1381 -0.1290 2.8441
C -1.8895 4.7060 0.5684
O -1.4304 5.4791 -0.3066
N -2.6176 3.6132 0.3039
C -2.8937 2.6217 1.3477
C -2.8580 3.2060 -1.0676
H -1.6853 4.7672 1.6486
H -3.9293 2.2818 1.3362
H -2.6847 2.9763 2.3570
H -2.2834 1.7355 1.1732
H -2.8740 3.9064 -1.9026
H -2.2017 2.4265 -1.4545
H -3.7969 2.6652 -1.1861
C 3.1227 1.5641 -3.2707
O 2.9193 2.5419 -4.0470
N 2.3629 0.4218 -3.2917
C 2.5277 -0.7024 -2.2751
C 1.2051 0.2914 -4.2168
H 3.9367 1.5947 -2.5300
H 2.4676 -1.6882 -2.7362
H 1.9351 -0.6454 -1.3620
H 3.5370 -0.6259 -1.8705
H 1.0996 1.1745 -4.8469
H 1.4849 -0.4763 -4.9382
H 0.3107 -0.0860 -3.7211
*
```

=====

# 2
C56H59N2O15 | wB97M-V/def2-TZVPD

For the HOMO energy, the calculation gives -10.9 eV. As for the frontier orbital gap: 6.70 eV.

ORCA input file:
```
! RIJCOSX wB97M-V def2-TZVPD def2/J DEFGRID3
* xyz 1 1
C -7.3340 1.4812 0.9577
C -7.2306 -0.0419 0.5582
N -5.9348 -0.5563 1.0730
C -5.1452 -1.2757 0.0612
C -4.8237 -0.4481 -1.2211
C -3.5802 -0.9302 -2.0407
N -2.6196 -1.7678 -1.2753
C -2.5120 -1.2250 0.1247
C -1.2958 -1.8608 0.8371
C -0.6903 -1.0262 2.0234
C -1.5156 0.2316 2.4440
C -1.1318 1.4983 1.5834
C -2.3123 2.5121 1.4212
C -2.8249 2.6725 -0.0391
O -2.2188 3.7802 -0.7098
C -2.1920 3.5199 -2.1086
C -3.8089 -1.7375 0.8224
H -8.3412 1.7620 1.3164
H -6.6697 1.5886 1.8431
H -6.9239 2.1638 0.1883
H -8.0690 -0.5427 1.0943
H -7.4056 -0.2188 -0.5190
H -6.1913 -1.2734 1.7489
H -5.6737 -2.2129 -0.2503
H -4.6121 0.5914 -0.8815
H -5.7164 -0.3755 -1.8721
H -3.8748 -1.4103 -2.9945
H -3.0245 -0.0124 -2.3401
H -2.9914 -2.7271 -1.2172
H -1.6944 -1.8576 -1.7223
H -2.4697 -0.1284 0.0183
H -1.5086 -2.8884 1.1876
H -0.5027 -1.9561 0.0583
H -0.6153 -1.6809 2.9181
H 0.3286 -0.6629 1.7651
H -2.6114 0.0906 2.4653
H -1.2162 0.4761 3.4873
H -0.2071 1.9781 1.9564
H -0.8964 1.1157 0.5616
H -1.9864 3.5275 1.7398
H -3.1818 2.2799 2.0741
H -2.6706 1.7738 -0.6789
H -3.9218 2.8805 0.0049
H -2.0841 4.4461 -2.7021
H -3.1440 3.0484 -2.4545
H -1.3275 2.8469 -2.3066
H -3.8928 -1.4278 1.8773
H -3.8096 -2.8522 0.8162
C 1.6006 0.2770 -3.3492
C 0.7046 -0.5646 -2.8373
C 1.1246 -1.7760 -2.0965
O 0.3029 -2.5533 -1.6235
C 2.5728 -2.0176 -1.9443
C 3.4711 -1.1772 -2.4564
C 3.0544 0.0327 -3.1961
O 3.8723 0.7953 -3.6566
H 1.3143 1.1678 -3.8943
H -0.3628 -0.4013 -2.9397
H 2.8594 -2.9070 -1.3987
H 4.5375 -1.3370 -2.3550
C 1.2012 -6.9884 1.6060
C 2.0585 -6.2789 0.8736
C 2.1303 -4.8074 0.9920
O 2.9108 -4.1557 0.3213
C 1.2192 -4.1508 1.9542
C 0.3620 -4.8588 2.6868
C 0.2878 -6.3330 2.5686
O -0.4926 -6.9768 3.2360
H 1.1328 -8.0661 1.5334
H 2.7347 -6.7406 0.1656
H 1.2892 -3.0726 2.0266
H -0.3136 -4.3960 3.3962
C 7.6819 3.0907 -3.1918
C 7.0491 1.9697 -2.8504
C 7.1696 1.4041 -1.4884
O 6.5921 0.3796 -1.1782
C 8.0186 2.1307 -0.5183
C 8.6521 3.2519 -0.8591
C 8.5310 3.8175 -2.2219
O 9.1061 4.8402 -2.5319
H 7.6060 3.5192 -4.1831
H 6.4228 1.4233 -3.5441
H 8.0943 1.7020 0.4729
H 9.2781 3.7967 -0.1639
C 6.8262 -3.7400 0.7064
C 5.9243 -4.5788 1.2148
C 6.3359 -5.7909 1.9551
O 5.5103 -6.5553 2.4154
C 7.7862 -6.0383 2.1130
C 8.6889 -5.2001 1.6053
C 8.2776 -3.9862 0.8637
O 9.0987 -3.2217 0.4029
H 6.5446 -2.8475 0.1607
H 4.8603 -4.4170 1.1112
H 8.0672 -6.9302 2.6585
H 9.7538 -5.3643 1.7098
C -7.0162 -5.3708 -1.0255
C -7.8913 -6.2371 -0.5174
C -7.4413 -7.4127 0.2628
O -8.2351 -8.2013 0.7235
C -5.9837 -7.5872 0.4574
C -5.1102 -6.7198 -0.0516
C -5.5611 -5.5466 -0.8301
O -4.7617 -4.7509 -1.2942
H -7.3256 -4.5061 -1.5995
H -8.9599 -6.1249 -0.6493
H -5.6735 -8.4515 1.0307
H -4.0412 -6.8315 0.0796
C 12.1152 10.2096 -2.4329
C 12.9873 9.2812 -2.0428
C 12.6256 7.8457 -2.0322
O 13.4189 6.9994 -1.6747
C 11.2606 7.4809 -2.4727
C 10.3890 8.4094 -2.8627
C 10.7497 9.8444 -2.8734
O 9.9564 10.6910 -3.2304
H 12.3605 11.2639 -2.4469
H 13.9899 9.5293 -1.7182
H 11.0133 6.4271 -2.4593
H 9.3865 8.1605 -3.1871
C -9.5583 5.8546 1.8415
C -8.9655 4.7192 2.2070
C -9.3300 4.0338 3.4671
O -8.7870 2.9989 3.8015
C -10.3790 4.6558 4.3050
C -10.9727 5.7913 3.9400
C -10.6081 6.4771 2.6799
O -11.1484 7.5091 2.3455
H -9.3045 6.3708 0.9244
H -8.1966 4.2495 1.6069
H -10.6325 4.1396 5.2221
H -11.7413 6.2611 4.5403
*
```

=====

# 3
C11H10BrFeNS | wB97M-V/def2-TZVPD

The expectation value of S² is 6.041. For the HOMO energy (spin up / spin down), the calculation gives 0.5 / 0.4 eV. As for the frontier orbital gap (spin up / spin down): 4.81 / 4.91 eV.

ORCA input file:
```
! RIJCOSX wB97M-V def2-TZVPD def2/J DEFGRID3
* xyz -2 5
C -1.1636 -0.8033 -1.6219
C -1.3180 -1.8627 -0.6638
C -1.8709 -1.2756 0.5356
H -1.1631 -2.9179 -0.8683
C -2.1128 0.1169 0.2734
C -1.7128 0.3977 -1.0533
H -1.9006 1.3337 -1.5876
H -0.8209 -0.9241 -2.6485
H -2.1699 -1.8151 1.4297
H -2.5957 0.8238 0.9350
Fe 0.0971 -0.5260 0.1620
Br 1.0212 -2.4046 1.0958
C 1.8220 1.1468 0.6423
C 1.0605 1.9494 -0.2668
C 0.9833 1.2647 -1.5005
H 0.6795 2.9445 -0.0589
C 1.6379 -0.0145 -1.3588
C 2.2510 -0.0412 -0.0484
H 3.0453 -0.7007 0.2629
H 2.1611 1.4368 1.6335
H 0.5764 1.6578 -2.4284
H 1.8409 -0.7336 -2.1537
S -0.1574 0.4153 4.5437
C -0.1130 0.3203 2.9686
N -0.0776 0.2115 1.7762
*
```

=====

# 4
CH3NO4S | wB97M-V/def2-TZVPD

The calculation puts the energy relative to the best compared isomer or geometry (same formula, charge and spin) at 189.3 kJ/mol. For the HOMO energy, the calculation gives -10.7 eV. As for the frontier orbital gap: 10.09 eV.

ORCA input file:
```
! RIJCOSX wB97M-V def2-TZVPD def2/J DEFGRID3
* xyz 0 1
C 1.6041 -0.8044 -0.5311
N -0.5606 -1.0837 0.3777
O -1.5412 -0.5050 0.6647
O -1.9868 1.8406 -0.7554
O -1.1717 2.1097 1.4882
O 0.5815 -0.3092 0.3148
S -2.2224 1.6626 0.6349
H 2.4759 -1.1343 0.0536
H 1.7261 -0.0095 -1.4001
H 1.0951 -1.7669 -0.8474
*
```

=====

Here are the calculated E_tot numbers, same order: -1242.0396, -3406.8977, -4715.7401, -793.6625 (Eh).